(1)
Below is one molecule with the formula C9H10N2O2, with properties calculated with the ωB97M-V functional and the def2-TZVPD basis.

Properties
Relative energy (zero: lowest compared OMol25 entry of this formula, charge and spin) in kcal/mol: 83.14
Electronic energy in hartree: -608.83022
Gap between HOMO and LUMO in eV: 8.7
Spin multiplicity: 1

```
23
Properties=species:S:1:pos:R:3:mulliken_charge:R:1
O -1.26 0.73 3.26 -0.69
O 0.73 1.12 -2.35 -0.52
N -2.15 0.38 1.25 0.01
N -2.36 0.57 -0.15 -0.72
C -0.27 -0.20 -0.67 0.40
C 1.94 -0.90 -1.63 -0.86
C -1.46 0.43 -1.05 -0.45
C -1.18 1.07 2.04 0.72
C -0.32 -1.29 0.16 -0.47
C 0.86 -2.11 0.18 -0.73
C 0.84 0.01 -1.56 0.77
C -0.09 1.75 1.37 -1.02
C 1.88 -1.87 -0.72 -0.24
H 1.36 1.06 -3.07 0.33
H 2.79 -0.63 -2.16 0.41
H 0.27 2.41 2.12 0.42
H -1.73 0.73 -2.07 0.46
H 0.88 -2.84 0.93 0.44
H -2.91 0.33 1.87 0.27
H -1.08 -1.56 0.76 0.77
H -0.29 2.38 0.55 0.39
H 0.80 1.05 1.31 0.18
H 2.76 -2.61 -0.38 0.15
```

***

(2)
Below is C9H10N2O4STi as an isolated structure, with properties calculated with the ωB97M-V functional and the def2-TZVPD basis.

Properties
Electronic energy in hartree: -2005.75036
Gap between HOMO and LUMO (spin up / spin down) in eV: 4.8 / 5.2
Total charge: +3
Spin multiplicity: 2

```
27
Properties=species:S:1:pos:R:3:mulliken_charge:R:1
Ti 0.02 0.57 -1.38 -0.77
S 0.02 -1.61 -0.24 -0.12
O 3.07 0.57 -1.39 -0.06
O -3.04 0.56 -1.39 -0.06
O 0.01 3.33 -2.70 -0.10
O 0.01 2.05 1.25 -0.09
N 1.14 -0.91 2.09 0.06
N -1.17 -0.87 2.04 0.06
C -0.81 -0.43 3.37 -0.40
C 0.02 1.49 0.25 0.69
C 0.00 -1.13 1.31 0.00
C 1.92 0.56 -1.40 0.59
C -1.89 0.56 -1.40 0.58
C 0.02 0.09 -3.65 -0.64
C 0.74 -0.47 3.40 -0.40
C 0.01 2.28 -2.22 0.60
C 0.02 -1.12 -2.98 -0.57
H -1.19 0.60 3.54 0.29
H 1.11 -1.19 4.16 0.35
H 0.94 0.49 -4.06 0.44
H -0.90 0.49 -4.06 0.44
H -2.13 -0.95 1.68 0.25
H -0.90 -1.68 -2.84 0.48
H 1.16 0.54 3.60 0.29
H -1.24 -1.13 4.12 0.36
H 0.94 -1.67 -2.84 0.48
H 2.11 -1.03 1.77 0.25
```

***

(3)
Below is one molecule with the formula C9H10N2OS, with properties calculated with the ωB97M-V functional and the def2-TZVPD basis.

Properties
Relative energy (zero: lowest compared OMol25 entry of this formula, charge and spin) in kcal/mol: 139.70
Electronic energy in hartree: -931.67596
Gap between HOMO and LUMO (spin up / spin down) in eV: 7.7 / 7.7
Spin multiplicity: 1

```
23
Properties=species:S:1:pos:R:3:mulliken_charge:R:1
S 1.73 0.31 0.46 0.81
O 2.39 -0.27 1.56 -0.68
N 1.37 2.03 0.78 -0.63
N 3.20 -1.38 -0.79 -0.28
C -2.83 -0.77 0.39 -0.35
C -2.05 -1.59 1.17 -0.43
C 0.53 2.56 0.03 0.11
C 1.94 -0.94 -0.81 -0.31
C -0.52 1.84 -0.88 -1.08
C -0.26 -0.20 0.59 0.38
C -1.03 0.59 -0.18 0.97
C -0.68 -1.38 1.26 -0.90
C -2.35 0.16 -0.41 -0.89
H -2.95 0.72 -1.07 0.44
H 1.77 -0.44 -1.82 0.14
H 0.01 1.49 -1.75 0.27
H -1.29 2.54 -1.13 0.46
H 3.46 -1.92 0.09 0.23
H -2.37 -2.47 1.64 0.42
H -0.23 -2.09 1.86 0.46
H -3.98 -0.89 0.40 0.23
H 3.77 -1.51 -1.56 0.19
H 0.35 3.60 0.14 0.43
```

***

(4)
Below is an isolated ion of composition C9H10N3O2 and charge -1, with properties calculated with the ωB97M-V functional and the def2-TZVPD basis.

Properties
Relative energy (zero: lowest compared OMol25 entry of this formula, charge and spin) in kcal/mol: 48.55
Electronic energy in hartree: -663.58345
Gap between HOMO and LUMO (spin up / spin down) in eV: 7.4 / 7.1
Total charge: -1
Spin multiplicity: 1

```
24
Properties=species:S:1:pos:R:3:mulliken_charge:R:1
O 1.95 -0.54 3.30 -0.72
O 2.17 1.65 2.67 -0.68
N 3.15 -1.98 -1.66 -0.78
N 1.72 -1.11 -0.30 0.53
N 1.93 -1.51 -1.59 -0.39
C 0.53 -0.53 0.12 0.31
C 3.63 -2.03 -0.41 -0.55
C 0.54 0.43 1.54 0.77
C -0.57 -0.33 -2.26 -1.30
C -0.53 1.39 1.85 -1.77
C 1.68 0.52 2.73 0.42
C -1.87 -0.22 -0.16 -1.46
C 2.75 -1.51 0.46 -0.10
C -0.62 -0.35 -0.73 0.97
H -1.13 1.72 0.98 0.40
H -2.74 -0.08 -0.83 0.23
H -1.28 1.16 2.56 0.27
H -0.91 -1.16 -2.77 0.33
H 4.68 -2.21 -0.37 0.39
H -2.17 -0.21 0.83 0.51
H 2.73 -1.63 1.54 0.42
H -1.20 0.52 -2.59 0.35
H 0.08 2.14 2.37 0.48
H 0.55 -0.34 -2.57 0.38
```

***

(5)
Below is an isolated ion of composition C9H10NO2 and charge -1, with properties calculated with the ωB97M-V functional and the def2-TZVPD basis.

Properties
Relative energy (zero: lowest compared OMol25 entry of this formula, charge and spin) in kcal/mol: 0.00
Electronic energy in hartree: -554.17264
Gap between HOMO and LUMO in eV: 8.1
Total charge: -1
Spin multiplicity: 1

```
22
Properties=species:S:1:pos:R:3:mulliken_charge:R:1
O -1.70 -2.56 0.08 -0.75
O -1.46 -1.71 -1.97 -0.72
N 1.25 -0.28 0.28 0.22
C -2.57 0.09 0.99 -1.69
C 1.84 -1.06 -0.67 -0.20
C -1.55 -0.20 -0.11 1.32
C 3.32 -0.81 0.94 -0.46
C -0.85 0.82 -0.89 -0.86
C 2.14 -0.16 1.26 -0.51
C -1.58 -1.64 -0.75 0.38
C 3.12 -1.46 -0.28 -0.75
C -0.02 0.32 0.28 -0.47
H -2.42 -0.51 1.89 0.28
H 3.85 -1.97 -0.83 0.45
H -0.77 0.49 -1.95 0.26
H 4.29 -0.67 1.48 0.30
H -1.18 1.82 -0.88 0.33
H 0.09 1.20 0.90 0.32
H -2.63 1.15 1.25 0.41
H 1.88 0.45 2.08 0.33
H 1.51 -1.48 -1.59 0.39
H -3.56 -0.15 0.60 0.41
```

***

(6)
Below is C9H10NO4S as an isolated structure, with properties calculated with the ωB97M-V functional and the def2-TZVPD basis.

Properties
Relative energy (zero: lowest compared OMol25 entry of this formula, charge and spin) in kcal/mol: 65.39
Electronic energy in hartree: -1102.84281
Gap between HOMO and LUMO (spin up / spin down) in eV: 7.7 / 7.7
Total charge: -1
Spin multiplicity: 1

```
25
Properties=species:S:1:pos:R:3:mulliken_charge:R:1
S -0.59 -1.30 -2.19 1.07
O 0.44 -1.79 -3.13 -0.69
O -1.27 -0.07 -2.51 -0.63
O -0.06 -3.41 0.06 -0.69
O -1.65 -2.04 0.90 -0.66
N -1.73 -2.52 -2.27 -0.70
C -0.74 2.91 1.27 -0.58
C -1.34 0.71 0.28 -0.36
C -1.68 2.00 0.74 -0.66
C 1.82 -1.26 -0.45 -2.11
C 0.92 1.29 0.71 -0.51
C 0.01 0.28 0.28 1.04
C 0.42 -1.07 0.00 0.66
C -0.57 -2.35 0.40 0.30
C 0.58 2.48 1.27 -0.45
H -2.01 0.06 -0.04 0.61
H 1.89 -0.72 -1.34 0.53
H 2.42 -0.83 0.23 0.66
H 1.99 1.14 0.76 0.15
H 1.50 3.14 1.67 0.16
H -0.94 3.81 1.62 0.57
H -1.31 -3.40 -2.06 0.35
H 1.95 -2.26 -0.54 0.40
H -2.80 2.14 0.61 0.21
H -2.37 -2.59 -1.50 0.33
```

***

(7)
Below is C9H10NO6Pd as an isolated structure, with properties calculated with the ωB97M-V functional and the def2-TZVPD basis.

Properties
Relative energy (zero: lowest compared OMol25 entry of this formula, charge and spin) in kcal/mol: 0.00
Electronic energy in hartree: -982.63967
Gap between HOMO and LUMO (spin up / spin down) in eV: 6.9 / 5.8
Total charge: +1
Spin multiplicity: 3

```
27
Properties=species:S:1:pos:R:3:mulliken_charge:R:1
Pd -2.40 1.56 0.76 0.10
O 2.35 3.10 -1.68 -0.18
O -4.28 4.16 0.45 -0.08
O -3.33 -0.07 -1.86 -0.07
O -0.31 -0.09 -0.72 -0.63
O -0.56 2.67 2.95 -0.22
O -2.23 -1.28 2.11 -0.15
N 1.23 -1.74 -0.82 0.11
C -2.23 -0.16 1.77 0.26
C 1.18 -0.28 1.20 -0.65
C 0.66 -0.69 -0.20 0.50
C -1.14 2.48 1.98 0.18
C -2.96 0.55 -1.01 0.33
C 2.40 -2.44 -0.32 -0.91
C -3.68 3.20 0.43 0.44
C 0.68 -2.09 -2.11 -0.79
C 2.19 3.08 -0.54 0.17
H 3.26 -1.76 -0.17 0.35
H 2.18 -2.92 0.65 0.35
H 0.35 -0.35 1.92 0.13
H 2.67 -3.21 -1.04 0.26
H 0.76 -1.27 -2.80 0.30
H 2.01 -0.92 1.55 0.39
H 1.29 -2.94 -2.44 0.27
H -1.25 3.04 0.82 0.16
H -0.35 -2.38 -2.01 0.28
H 1.52 0.76 1.16 0.11
```

***

(8)
Below is one molecule with the formula C9H10O, with properties calculated with the ωB97M-V functional and the def2-TZVPD basis.

Properties
Relative energy (zero: lowest compared OMol25 entry of this formula, charge and spin) in kcal/mol: 80.15
Electronic energy in hartree: -423.98814
Gap between HOMO and LUMO in eV: 10.1
Spin multiplicity: 1

```
20
Properties=species:S:1:pos:R:3:mulliken_charge:R:1
O -0.58 -2.19 -0.10 -0.56
C 1.78 -0.74 -0.57 -0.69
C 0.51 -0.15 -1.07 0.00
C -2.10 -0.13 0.08 -1.02
C -3.22 0.32 0.06 -0.05
C 0.32 1.29 0.79 -1.01
C 0.33 1.33 -0.72 -1.17
C 0.35 -0.22 1.16 0.02
C 1.69 -0.74 0.76 -0.93
C -0.44 -0.77 -0.05 0.64
H 2.60 -0.77 -1.12 0.62
H -0.54 1.73 1.27 0.41
H 2.23 -1.25 1.44 0.54
H -4.23 0.32 0.31 0.45
H -0.45 1.76 -1.20 0.48
H 1.14 1.86 -1.11 0.51
H 0.10 -0.50 2.16 0.52
H 1.13 1.82 0.99 0.52
H -1.10 -2.55 -0.89 0.40
H 0.48 -0.41 -2.19 0.32
```